# 1
14
Properties=species:S:1:pos:R:3:forces:R:3:mulliken_charge:R:1 method="wB97M-V/def2-TZVPD" total_energy_ha=-3269.28394
H -0.959361 -1.357346 1.113196 0.302 1.610 0.254 0.31
C 0.697379 -0.609149 -1.070991 -0.348 -0.121 -0.201 -0.26
H 1.618458 0.497311 0.535879 -1.265 -1.417 -0.239 0.31
O -0.226437 -1.196463 -3.043462 -0.256 0.256 -0.037 -0.60
C -0.090633 -0.693924 1.395205 1.019 -0.378 0.946 -1.13
I -1.465223 3.835543 2.096781 0.043 -0.046 -0.027 0.02
O -0.043601 1.364134 -0.047567 2.456 0.006 0.317 -0.51
H -0.166009 0.077041 2.260873 -0.592 -1.560 -1.432 0.30
C 0.583198 0.082729 0.243431 0.271 2.225 0.265 0.51
Br 2.175083 -1.549103 -1.634860 -0.080 0.180 0.438 -0.01
O -1.404228 0.129503 -1.768801 1.406 -1.298 -0.174 -0.57
H 0.604175 -1.491666 1.763773 -0.097 0.820 -0.248 0.38
N -0.378465 -0.545345 -2.019617 -1.140 0.328 -0.147 0.99
H -0.944336 1.456735 0.176160 -1.718 -0.604 0.285 0.26


# 2
16
Properties=species:S:1:pos:R:3:forces:R:3:mulliken_charge:R:1 method="wB97M-V/def2-TZVPD" total_energy_ha=-685.88540
H 1.254249 -2.621431 1.152026 0.646 -1.674 0.330 0.30
S 1.282919 1.044888 0.591050 1.075 -0.112 -2.647 0.41
C 0.821684 -1.689788 1.294303 -1.710 1.713 1.468 -0.68
C -0.281177 -1.325698 0.300522 1.665 -1.661 -0.291 -0.69
N -0.346903 1.560115 0.436721 1.139 -1.931 -0.402 -0.43
O 1.993674 1.437576 -0.708308 -0.550 0.032 2.065 -0.63
H -1.058561 -0.663915 0.688337 0.222 -0.366 -0.611 0.35
H -0.426500 -2.151607 -0.419387 -0.768 0.817 0.455 0.24
C -0.726803 1.521305 -0.978417 1.655 -2.263 2.064 -0.97
C 1.133146 -0.777643 0.192382 -2.026 2.547 2.231 -0.05
H -0.276820 2.270850 -1.520903 1.089 1.360 -1.497 0.37
H -0.439995 2.462235 0.788144 0.067 1.796 1.157 0.31
H 0.706594 -1.278856 2.323678 0.274 -0.577 -0.864 0.22
H -1.734503 1.573083 -0.974482 -3.419 0.233 -0.447 0.38
H -0.410358 0.508420 -1.204865 -0.186 0.217 -1.266 0.42
H 1.924755 -1.078719 -0.405882 0.828 -0.129 -1.746 0.45


Ordered energy above the lowest of the compared OMol25 structures with the same formula, charge and spin results: 23.09 83.80; unit kcal/mol.